# 1
Density functional theory data (ωB97M-V/def2-TZVPD) for a 8-piece molecular cluster, C6H29NO8 overall.

Geometry as ORCA input:
```
! wB97M-V def2-TZVPD RIJCOSX def2/J DEFGRID3
* xyz 0 1
C -1.5021 0.5611 1.8227
N -0.6516 0.8999 0.7079
C 0.4101 -0.0572 0.4224
C 1.1344 0.3635 -0.8410
C 0.2817 0.1225 -2.1038
C 0.5184 1.2088 -3.1640
C 1.3387 -0.5081 1.5654
O 1.7899 -1.8604 1.3321
H -1.8744 -0.4534 1.7123
H -2.3042 1.2689 2.0123
H -0.9646 0.6099 2.7938
H -0.2010 1.8038 0.6810
H -0.0554 -1.0447 0.2684
H 1.9579 -0.3643 -0.9026
H 1.5723 1.3675 -0.8407
H -0.7722 0.1472 -1.8126
H 0.6405 -0.8367 -2.4950
H -0.0104 2.1213 -2.8412
H 1.5998 1.3433 -3.2151
H 0.2082 0.8367 -4.1312
H 2.2399 0.1099 1.7058
H 0.9345 -0.5489 2.5845
H 1.3870 -2.3426 0.5970
H 0.0070 3.9189 1.0449
H 1.2546 3.8627 2.0560
O 0.4112 3.5156 1.8332
H -2.3369 -1.9148 -1.4479
H -1.9036 -3.1887 -0.5154
O -1.8259 -2.7352 -1.3861
H -2.4113 4.0331 -1.7780
H -1.7067 2.9823 -1.0186
O -1.5176 3.7939 -1.4846
H -0.9106 -4.2028 1.1157
H -1.5283 -3.2263 2.0128
O -1.7741 -3.7752 1.2446
H -0.1634 -3.3808 -0.9920
H 0.9280 -4.4622 -0.7923
O 0.4316 -3.7770 -0.3175
H 1.4268 4.0134 -2.3362
H 0.8498 3.8389 -0.9381
O 1.4877 4.3614 -1.4302
H 0.5544 -2.8584 3.8053
H 0.8994 -2.5056 2.5138
O 0.1508 -3.0410 2.9516
*
```

Results
Gap between HOMO and LUMO ... 9.19 eV
Strongest force on any atom ... 2.34 eV/Å
SMILES ... CCC[C@@H](CO)NC.O.O.O.O.O.O.O

Results of the Löwdin charge analysis, in e, for atoms 1 through 6: -0.112 -0.068 -0.352 -0.156 -0.247 -0.104


# 2
Density functional theory data (ωB97M-V/def2-TZVPD) for a 9-piece molecular cluster, C6H29NO8 overall.

Geometry as ORCA input:
```
! wB97M-V def2-TZVPD RIJCOSX def2/J DEFGRID3
* xyz 0 1
C 0.6520 3.2706 1.6496
C -0.2625 3.2575 0.3869
C -1.6333 2.5064 0.4995
C -1.4320 1.0878 0.0498
C -1.4158 0.5630 -1.1717
N -0.6431 -0.6131 -1.4309
C -0.9759 -1.2351 -2.6961
H 0.2254 2.8619 2.5672
H 1.5803 2.7348 1.4729
H 0.7858 4.3285 1.8488
H 0.3037 2.7769 -0.4015
H -0.4771 4.2939 0.1311
H -2.2729 3.0404 -0.2070
H -1.9120 2.5880 1.5470
H -1.0564 0.4876 0.8501
H -2.0029 0.7651 -2.0474
H -0.6450 -1.2873 -0.6761
H -0.7122 -0.5347 -3.4800
H -1.9919 -1.6215 -2.8168
H -0.2943 -2.0722 -2.8802
H 1.4523 1.6981 -4.1315
H 1.4993 0.2041 -4.1077
O 0.9333 0.9363 -4.4052
H 1.8498 -1.0346 2.5560
H 3.1593 -1.7744 2.1905
O 2.2036 -1.8521 2.1418
H -4.2525 -1.4558 1.1174
H -3.3467 -0.3071 0.7430
O -3.3201 -1.2185 1.0739
H 3.5454 0.3590 -2.2608
H 2.3292 -0.6051 -2.1504
O 2.9031 -0.1256 -2.7805
H 0.7493 -3.5940 0.8991
H -0.0458 -3.5396 -0.4382
O 0.1776 -3.0436 0.3550
H -1.8901 -1.3475 2.1683
H -0.5672 -1.5358 1.5716
O -0.9765 -1.5640 2.4413
H -0.0709 -0.3491 3.2636
H 1.0204 0.3979 4.1719
O 0.7391 0.2153 3.2724
H 1.2172 0.0294 -0.5751
H 1.5018 -1.3245 0.1330
O 1.9245 -0.5816 -0.3189
*
```

Results
Gap between HOMO and LUMO ... 8.42 eV
Strongest force on any atom ... 1.96 eV/Å
SMILES ... CCC/C=C/NC.O.O.O.O.O.O.O.O

Results of the Löwdin charge analysis, in e, for atoms 1 through 6: -0.100 -0.231 -0.189 -0.149 -0.118 -0.096


# 3
Density functional theory data (ωB97M-V/def2-TZVPD) for a 10-piece molecular cluster, C6H29NO9 overall.

Geometry as ORCA input:
```
! wB97M-V def2-TZVPD RIJCOSX def2/J DEFGRID3
* xyz 0 1
C -2.6241 0.8653 0.4524
C -2.0685 0.4975 1.6075
N -0.6934 0.3628 1.8822
C -0.2431 1.7776 2.4019
C -0.5509 3.8197 -0.8890
C -0.7525 3.2730 0.4817
C 0.1175 2.4916 1.1187
H -1.9834 0.8376 -0.4197
H -3.6944 0.9186 0.3065
H -2.7074 0.3333 2.4629
H -0.1027 0.2318 1.0695
H -1.1161 2.2450 2.8611
H 0.4219 1.5773 3.2360
H -1.3557 3.6037 -1.5836
H -0.3842 4.9022 -0.9005
H 0.3712 3.4644 -1.3578
H -1.7462 3.4923 0.8598
H 1.1736 2.5859 0.9261
H 1.8706 -0.8129 2.9116
H 1.3907 -1.9886 3.7670
O 1.9089 -1.7984 2.9742
H -0.5034 -1.7871 1.2698
H 0.8777 -2.1131 1.6736
O 0.1907 -2.4039 0.9999
H -1.4701 -4.0817 0.5420
H -1.5017 -3.3000 -0.7683
O -1.7840 -4.1244 -0.3664
H 2.8379 2.2890 -1.4669
H 1.6459 1.6398 -0.7119
O 2.5799 1.8629 -0.6454
H 2.0724 -1.7185 -3.4840
H 2.5956 -0.9085 -2.2783
O 2.8615 -1.3526 -3.0890
H -0.1023 -0.7872 -1.0797
H 1.1269 -1.3947 -0.3640
O 0.8458 -0.7293 -1.0264
H -2.7560 -2.0824 -2.0860
H -2.6704 -1.2288 -0.8244
O -2.1766 -1.4692 -1.6186
H 2.9559 1.0068 1.4621
H 2.1403 -0.0568 0.6647
O 2.2616 0.3466 1.5285
H -1.7569 -0.2615 -4.1859
H -1.1800 -1.2951 -3.2623
O -1.0832 -0.9491 -4.1617
*
```

Results
Gap between HOMO and LUMO ... 9.68 eV
Strongest force on any atom ... 2.75 eV/Å
SMILES ... C=CNC/C=C/C.O.O.O.O.O.O.O.O.O

Results of the Löwdin charge analysis, in e, for atoms 1 through 6: -0.006 -0.252 -0.043 -0.136 -0.093 -0.160